[1]
54
Properties=species:S:1:pos:R:3:lowdin_charge:R:1 method="wB97M-V/def2-TZVPD" homo_lumo_gap_ev=9.89 multiplicity=1 relative_energy_kcal_mol=127.69
C -2.925 -0.764 1.656 -0.3238
N -3.438 -0.758 0.426 -0.1353
C -3.594 -2.082 -0.097 -0.2266
C -2.279 -2.992 -0.167 -0.0568
C -3.009 0.458 -0.363 -0.0033
O -2.528 0.308 2.096 -0.0295
H -3.302 -1.483 2.376 0.1586
H -4.257 -2.626 0.564 0.1003
H -3.957 -1.913 -1.249 0.1648
H -2.300 -3.460 0.844 0.0730
H -1.438 -2.301 -0.231 0.0572
H -2.454 -3.573 -1.091 0.0783
H -1.911 0.245 -0.637 0.0866
H -3.145 1.454 0.307 0.1066
H -3.576 0.648 -1.232 0.0674
H -0.658 2.298 1.196 0.0554
H -0.212 1.266 0.283 -0.0141
O 0.012 1.569 1.138 -0.0472
H -0.743 -0.582 -2.160 -0.0133
H 0.413 -0.092 -1.502 -0.0234
O -0.380 0.176 -1.908 0.0062
H 3.053 -3.059 0.965 0.0498
H 1.602 -2.844 1.284 0.0468
O 2.240 -2.864 0.516 -0.0500
H 3.913 0.225 -1.885 0.0348
H 3.601 1.006 -3.104 0.0861
O 3.441 0.096 -2.767 -0.0907
H -2.697 2.569 1.127 0.0330
H -2.154 3.058 -0.220 -0.0193
O -2.167 3.294 0.717 -0.0748
H -0.326 -3.039 2.587 0.0431
H 0.542 -4.098 3.225 0.0600
O 0.296 -3.758 2.358 -0.0570
H 5.051 -0.621 0.115 0.0092
H 4.074 0.526 0.560 0.0461
O 4.542 0.059 -0.185 -0.0215
H -1.632 2.600 -2.180 0.0651
H -2.443 3.955 -2.130 0.0610
O -2.492 3.020 -1.974 -0.0317
H 1.336 2.051 -0.093 -0.0019
H 2.405 0.837 -0.341 0.0094
O 2.274 1.864 -0.275 -0.1217
H 0.168 -0.400 2.038 -0.0870
H -0.860 0.153 2.680 0.0436
O 0.011 -0.348 2.906 -0.0637
H 3.324 1.454 2.431 0.0580
H 4.000 2.313 1.552 -0.0198
O 4.224 1.721 2.201 -0.0145
H 0.844 0.116 -3.991 0.0212
H -0.184 1.247 -4.020 0.0306
O 0.394 0.716 -4.627 -0.0921
H 2.236 -1.502 -0.486 0.0294
H 2.308 -0.650 -1.784 0.0816
O 1.919 -0.627 -0.816 -0.1438

=====

[2]
40
Properties=species:S:1:pos:R:3:lowdin_charge:R:1 method="wB97M-V/def2-TZVPD" homo_lumo_gap_ev=6.01 charge=+2 multiplicity=1
C 1.089 -1.403 0.133 -0.1900
I -0.468 1.673 0.124 0.9920
H 0.496 -1.940 -0.617 -0.0637
H 1.952 -2.028 0.444 0.0810
H 1.419 -0.450 -0.314 -0.0562
Tl -2.351 -3.058 -0.716 1.0800
P -0.548 -1.515 1.472 0.7911
C -0.074 -0.857 3.083 -0.2432
C -2.274 -0.907 1.665 -0.2859
H -2.729 -1.441 2.509 0.0887
H -1.226 -3.148 3.087 0.0728
H -2.924 -1.044 0.798 -0.0255
H -1.377 -3.934 1.438 -0.0258
H -0.348 0.202 3.158 0.0402
H -2.263 0.161 1.899 0.0146
C -0.763 -3.258 2.089 -0.2300
H -0.634 -1.422 3.838 0.0725
H 0.253 -3.673 2.175 0.0799
H 0.981 -1.005 3.276 0.0470
P 0.216 -0.068 -2.798 0.7003
C 1.458 1.305 -2.691 -0.3315
C 0.998 -0.968 -4.154 -0.2974
H -1.992 0.212 -3.720 0.0340
H -0.759 1.052 -4.703 0.0525
H -1.322 1.797 -3.189 0.0341
C -1.095 0.845 -3.681 -0.3020
H 0.441 -1.883 -4.340 0.0353
H 1.009 -0.359 -5.054 0.0512
H 1.681 1.661 -3.709 0.0615
H 2.383 0.920 -2.238 0.0424
H 2.024 -1.216 -3.879 0.0506
H 1.073 2.135 -2.073 -0.0446
C 2.169 0.567 1.666 -0.0439
O 3.026 1.151 1.182 0.0851
C 0.416 3.956 2.208 -0.0582
C -0.545 2.850 2.116 -0.6286
O -1.428 2.437 2.837 0.0203
H 0.066 4.776 2.835 0.1145
H 0.626 4.264 1.180 0.0797
H 1.345 3.612 2.664 0.1054

=====

[3]
123
Properties=species:S:1:pos:R:3:lowdin_charge:R:1 method="wB97M-V/def2-TZVPD" homo_lumo_gap_ev=7.04 smiles=CCN[C@](C)(O[C@](CCO)(COCCCCCCCCC[Si](C)(C)c1ccccc1)P(O)O)C(F)(F)C(F)(F)F.CCCC#N.CCCC#N.CCCC#N multiplicity=1
C -3.177 4.687 -0.884 -0.0883
C -4.365 4.362 -1.892 -0.2372
N -3.991 3.153 -2.640 0.0165
C -5.073 2.313 -3.100 -0.4005
C -5.991 1.841 -1.897 0.0161
O -4.719 1.096 -3.753 -0.1109
C -3.435 0.509 -3.518 -0.4581
C -2.232 1.142 -4.350 -0.1232
C -2.718 1.689 -5.743 -0.2145
O -1.773 1.261 -6.755 -0.0891
C -3.595 -0.957 -4.206 -0.1554
O -2.987 -2.001 -3.448 -0.2497
C -1.977 -2.711 -4.194 -0.2035
C -1.345 -3.757 -3.195 -0.1588
C -0.800 -2.940 -1.972 -0.2112
C 0.020 -3.930 -1.049 -0.2177
C -0.061 -3.585 0.470 -0.2137
C 0.770 -2.319 0.911 -0.2060
C 2.083 -2.068 0.091 -0.2220
C 2.665 -0.669 0.547 -0.2557
C 3.976 -0.339 -0.278 -0.2557
Si 5.388 0.422 0.750 0.5999
C 6.829 -0.842 0.866 -0.1746
C 6.029 1.935 -0.258 -0.2009
C 4.867 1.111 2.438 -0.2503
C 5.428 0.566 3.667 -0.0896
C 5.087 1.093 4.962 -0.0892
C 4.175 2.197 5.071 -0.0909
C 3.578 2.739 3.882 -0.0879
C 3.923 2.208 2.591 -0.0909
P -2.859 0.130 -1.772 0.9745
O -2.144 1.418 -0.960 -0.3036
O -3.945 -0.789 -0.863 -0.2781
C -5.930 3.098 -4.232 -0.2797
F -5.228 4.124 -4.813 0.1091
F -6.217 2.230 -5.281 0.0900
C -7.320 3.669 -3.796 -0.4651
F -8.282 2.722 -3.631 0.1465
F -7.780 4.404 -4.879 0.1068
F -7.293 4.563 -2.780 0.1460
H -3.327 3.976 -0.026 0.0675
H -3.257 5.710 -0.448 0.0707
H -2.183 4.442 -1.309 0.0378
H -4.392 5.234 -2.603 0.1179
H -5.279 4.317 -1.273 0.1028
H -3.338 3.456 -3.375 0.0523
H -5.369 1.400 -1.073 0.0835
H -6.559 2.672 -1.425 0.0768
H -6.659 1.009 -2.234 0.1072
H -1.512 0.320 -4.559 0.1089
H -1.761 1.942 -3.746 0.0590
H -2.684 2.813 -5.739 0.1061
H -3.756 1.382 -6.004 0.1221
H -2.252 1.091 -7.579 0.0853
H -4.681 -1.159 -4.404 0.1408
H -3.094 -0.964 -5.211 0.1221
H -1.225 -1.945 -4.530 0.1249
H -2.492 -3.209 -5.057 0.1284
H -2.186 -4.414 -2.868 0.1216
H -0.552 -4.292 -3.768 0.1194
H -0.179 -2.062 -2.267 0.1050
H -1.660 -2.545 -1.379 0.0824
H -0.446 -4.944 -1.191 0.1069
H 1.069 -4.041 -1.429 0.1077
H -1.120 -3.403 0.797 0.1038
H 0.297 -4.452 1.085 0.1026
H 0.120 -1.410 0.788 0.1055
H 1.066 -2.401 1.986 0.1014
H 1.881 -1.999 -1.007 0.1032
H 2.863 -2.842 0.309 0.1220
H 1.898 0.093 0.239 0.1063
H 2.805 -0.630 1.652 0.0964
H 3.735 0.352 -1.122 0.0708
H 4.369 -1.304 -0.702 0.0713
H 7.160 -1.026 1.916 0.0133
H 6.401 -1.815 0.507 0.0308
H 7.718 -0.540 0.269 0.0332
H 6.588 2.661 0.378 0.0329
H 6.701 1.618 -1.091 0.0286
H 5.156 2.455 -0.735 0.0210
H 6.144 -0.283 3.649 0.0813
H 5.556 0.647 5.864 0.0986
H 3.958 2.603 6.082 0.0991
H 2.878 3.595 3.982 0.0976
H 3.472 2.628 1.671 0.0978
H -1.804 1.156 -0.089 0.0452
H -4.639 -1.160 -1.439 0.0592
C -0.801 -4.621 4.271 -0.1142
C -1.392 -3.799 5.410 -0.2561
C -1.178 -2.293 5.230 -0.1801
C 0.232 -1.911 5.324 -0.2009
N 1.338 -1.605 5.393 0.1616
H 0.284 -4.521 4.227 0.0456
H -1.031 -5.678 4.412 0.0776
H -1.216 -4.309 3.309 0.0627
H -0.963 -4.132 6.359 0.1057
H -2.466 -3.994 5.461 0.1087
H -1.737 -1.759 6.003 0.1180
H -1.584 -1.972 4.268 0.1210
C 4.116 -4.967 8.835 -0.1137
C 3.982 -3.835 7.822 -0.2623
C 2.586 -3.746 7.200 -0.2089
C 2.280 -4.902 6.359 -0.2311
N 2.040 -5.810 5.698 0.1552
H 3.986 -5.943 8.363 0.0723
H 5.108 -4.948 9.291 0.0702
H 3.376 -4.869 9.633 0.0741
H 4.735 -3.958 7.040 0.1125
H 4.198 -2.889 8.326 0.1076
H 2.524 -2.838 6.590 0.0576
H 1.832 -3.649 7.986 0.1217
C 2.034 5.088 -4.740 -0.1064
C 1.765 4.906 -3.250 -0.2581
C 0.791 3.762 -2.953 -0.1672
C -0.558 4.040 -3.441 -0.1807
N -1.618 4.254 -3.825 0.1997
H 1.129 5.378 -5.277 0.0744
H 2.778 5.872 -4.894 0.0734
H 2.417 4.167 -5.184 0.0777
H 1.385 5.842 -2.834 0.1138
H 2.712 4.695 -2.747 0.1073
H 0.747 3.603 -1.872 0.1216
H 1.159 2.832 -3.393 0.1277

=====

| no. | calculated total energy (a.u.) | HOMO level (eV) |
| --- | --- | --- |
| 1 | -1281.40267 | -9.80 |
| 2 | -1698.11119 | -14.17 |
| 3 | -3252.12723 | -6.86 |